A cluster of 8 separate species, C20H42FN4O16S2 in total in a non-equilibrium geometry. Source: the OMol25 dataset; level of theory: ωB97M-V/def2-TZVPD.

The calculated total energy comes out at -84530.7858 eV. The LUMO energy comes out at 1.981 eV. As for the largest force on an atom: 2.1 eV/A.

Geometry as ORCA input:
```
! RIJCOSX wB97M-V def2-TZVPD def2/J DEFGRID3
* xyz -1 1
C -19.68524 23.68754 18.86614
O -19.28850 24.89736 19.39811
H -19.58305 23.68700 17.75915
H -19.07726 22.81647 19.18136
H -20.74382 23.39875 19.00207
C -15.19398 24.64144 19.28353
C -15.38973 26.04884 18.74293
O -14.40321 26.68629 18.40172
N -16.64804 26.50781 18.69717
C -16.96162 27.90071 18.33915
H -14.56899 24.09205 18.57852
H -16.13876 24.07983 19.24584
H -14.79830 24.55663 20.29104
H -17.43119 25.93386 19.00381
H -16.08515 28.53316 18.45562
H -17.68033 28.27491 19.06587
H -17.30188 27.90977 17.30921
C -17.59779 20.96170 16.82818
C -16.79280 19.67129 16.77244
O -15.71278 19.59016 16.22772
N -17.41690 18.61697 17.35792
C -16.86552 17.29506 17.37125
H -18.24774 21.14314 15.97054
H -16.89281 21.79545 16.84261
H -18.21983 21.14126 17.70719
H -18.39543 18.70249 17.56526
H -17.50912 16.59885 16.81177
H -16.94280 16.85906 18.37444
H -15.86660 17.20579 16.96544
C -22.31884 21.23145 20.87190
C -23.07069 21.15619 22.16816
O -24.08583 21.81519 22.35973
N -22.57420 20.27181 23.06477
C -23.10755 20.01518 24.38350
H -22.51502 20.38072 20.21814
H -21.24734 21.19017 21.10269
H -22.51945 22.15760 20.34304
H -21.84778 19.65048 22.75257
H -22.77816 19.04694 24.75173
H -24.19770 19.97209 24.43353
H -22.80472 20.83630 25.03646
C -17.83361 21.46758 21.68017
C -18.76474 21.38214 22.85020
O -19.03462 20.27735 23.32537
N -19.34256 22.52250 23.27367
C -20.32011 22.55444 24.33326
H -16.93718 22.06663 21.88453
H -18.30727 22.00340 20.85459
H -17.46418 20.46506 21.49306
H -19.07108 23.34826 22.76854
H -19.99014 23.19222 25.15535
H -20.56680 21.57287 24.71992
H -21.22804 22.98388 23.89926
C -21.92399 25.34639 22.08502
C -22.35335 26.15414 20.85003
O -22.96970 27.27769 21.41606
C -23.37235 26.97510 22.66995
O -24.11307 27.62654 23.32268
O -22.76835 25.86112 23.12182
F -23.29706 25.48793 20.11105
H -20.92810 25.74028 22.28694
H -22.06324 24.30016 21.83373
H -21.48432 26.40643 20.24384
C -17.24514 25.56132 22.00623
C -17.43611 27.02843 21.80142
O -17.88691 27.58516 23.06918
S -18.02337 26.39827 24.19604
O -19.30305 26.46897 24.83267
O -16.86750 26.16857 25.00072
O -18.09210 25.23197 23.07112
H -16.19209 25.33828 22.22782
H -17.46837 24.97518 21.11046
H -18.26206 27.30116 21.14022
H -16.54876 27.53449 21.42231
C -17.16612 24.93630 15.85230
C -18.48463 25.62752 16.20071
O -18.69009 26.61670 15.17684
S -17.33629 26.90411 14.34989
O -16.93921 28.27408 14.54302
O -17.44324 26.39723 13.00309
O -16.42429 25.99937 15.29475
H -17.33401 24.15739 15.09816
H -16.68358 24.45965 16.70042
H -18.52546 26.03471 17.20764
H -19.36436 24.98523 16.15482
*
```

An isolated molecule of C4H9N3 in a non-equilibrium geometry. Source: the OMol25 dataset; level of theory: ωB97M-V/def2-TZVPD.

The value obtained for the energy above the lowest of the compared OMol25 structures with the same formula, charge and spin is 93.0 kcal per mole. The calculated total energy comes out at -8760.4904 eV. The LUMO energy (spin up / spin down) comes out at 0.464 / 0.468 eV. As for the largest force on an atom: 4.2 eV/A.

Geometry as ORCA input:
```
! RIJCOSX wB97M-V def2-TZVPD def2/J DEFGRID3
* xyz 0 1
C -1.15631 -0.54920 -0.30505
C 0.10041 0.10772 0.12169
C 1.20527 -0.98364 0.17496
C 0.52388 1.26123 -0.85170
N -1.90211 -0.97926 0.87995
N -1.56968 -0.65231 1.93995
N -0.04004 0.64987 1.38797
H -1.76438 0.19064 -0.71604
H -1.01960 -1.42398 -1.05831
H 1.99653 -0.39648 0.54471
H 1.47209 -1.20173 -0.83606
H 1.09028 -1.94645 0.80998
H 1.34945 1.95934 -0.58653
H -0.25497 1.94340 -1.20670
H 0.79842 0.64034 -1.69017
H -0.82924 1.38052 1.39135
*
```

A cluster of 2 separate species, C3H5ClN2O3 in total in a non-equilibrium geometry. Source: the OMol25 dataset; level of theory: ωB97M-V/def2-TZVPD.

The value obtained for the energy above the lowest of the compared OMol25 structures with the same formula, charge and spin is 54.0 kcal per mole. The SMILES is C/C(Cl)=[N+](\[O-])O.N=C=O. The calculated total energy comes out at -24833.1972 eV. The LUMO energy comes out at 0.616 eV. As for the largest force on an atom: 4.1 eV/A.

Geometry as ORCA input:
```
! RIJCOSX wB97M-V def2-TZVPD def2/J DEFGRID3
* xyz 0 1
C 1.39080 -0.73406 -0.92932
C -0.08263 -0.52254 -0.65349
Cl -1.11797 -1.84160 -0.81363
N -0.64315 0.63929 -0.67850
O -0.06283 1.71154 -0.70847
O -2.04660 0.72059 -0.53320
H 1.47100 -1.26597 -1.90823
H 1.89185 -1.48208 -0.17801
H 1.90610 0.29453 -1.03790
H -2.17528 1.75785 -0.57132
N -0.28855 0.85463 2.18038
C -0.27497 -0.33287 1.96476
O -0.28493 -1.46895 1.90728
H 0.31716 1.66964 1.95966
*
```

A structure of composition C4H11N2 in a non-equilibrium geometry. Source: the OMol25 dataset; level of theory: ωB97M-V/def2-TZVPD.

The value obtained for the energy above the lowest of the compared OMol25 structures with the same formula, charge and spin is 42.5 kcal per mole. The calculated total energy comes out at -7299.1035 eV. The LUMO energy comes out at -3.643 eV. As for the largest force on an atom: 2.3 eV/A.

Geometry as ORCA input:
```
! RIJCOSX wB97M-V def2-TZVPD def2/J DEFGRID3
* xyz 1 1
C 1.58214 0.26161 -0.45376
C 0.93268 -0.68976 0.61127
C -0.27415 -0.03206 1.23007
C -2.38164 -0.04847 0.20809
N -1.23403 0.48147 0.23924
N 0.50985 0.59071 -1.47772
H 1.94403 1.10481 0.12942
H 2.34568 -0.23695 -1.05341
H 1.63292 -1.13208 1.31668
H 0.48908 -1.59591 0.17041
H 0.11206 0.77338 1.86340
H -0.72503 -0.78384 1.87722
H -2.73646 -0.73848 0.97250
H -3.04286 0.07570 -0.65031
H -0.59184 0.80069 -0.86518
H 0.60306 -0.21510 -2.08706
H 0.83453 1.38428 -2.03087
*
```

A structure of composition C24H25BrN4O4 in a non-equilibrium geometry. Source: the OMol25 dataset; level of theory: ωB97M-V/def2-TZVPD.

The calculated total energy comes out at -109467.8744 eV. The LUMO energy comes out at -0.870 eV. As for the largest force on an atom: 17.8 eV/A.

Geometry as ORCA input:
```
! RIJCOSX wB97M-V def2-TZVPD def2/J DEFGRID3
* xyz 0 1
C 5.42478 0.20586 4.29989
C 4.12437 -0.35557 4.64196
O 4.14294 -1.12984 5.56714
C 2.98521 -0.05558 3.91672
C 1.84436 -0.55191 4.26434
C 0.63668 -0.56121 3.65991
C 0.52233 0.30044 2.68107
C 1.92102 1.07675 2.14786
C 3.08163 0.84134 2.89463
H 3.81929 1.41128 2.61094
H 1.94184 1.55495 1.34354
N -0.31869 0.49136 1.73614
C -1.66720 -0.12678 1.85167
H -1.32818 -1.42197 2.11608
C -2.24312 -0.41353 0.43949
N -2.57615 0.71285 -0.07492
C -2.88549 0.82593 -1.46295
O -3.00235 -0.36047 -1.98736
C -2.78369 2.01949 -2.43204
H -2.01039 2.56513 -1.93231
C -2.68694 1.90678 -3.78877
H -3.12686 2.57027 -4.17109
H -3.40389 0.89482 -4.09029
C -1.41454 1.41535 -4.19805
N -0.61064 0.32522 -3.94151
C -0.10305 0.33438 -2.71551
O 0.19531 1.53247 -2.05599
C 0.36167 -1.07704 -2.19700
C 1.07578 -1.11304 -0.84164
C 1.31769 -2.31003 -0.41058
C 0.93088 -3.51315 -1.05109
C 0.12601 -3.28435 -2.09131
C -0.26096 -2.17678 -2.68500
N -1.04929 -1.91011 -3.70545
C -1.38333 -0.78714 -4.30501
O -2.00883 -0.97639 -5.46535
H -1.35571 -2.73910 -4.25699
H -0.56037 -4.45327 -2.40425
H 1.09930 -4.46325 -0.52842
Br 2.63361 -2.61245 1.14284
H 1.34326 -0.19009 -0.50994
H -1.41167 1.27078 -5.20971
H -0.64727 2.35545 -3.87151
H -3.79329 2.64142 -1.87887
C -1.98750 1.90249 0.61490
H -2.35919 2.91300 -0.08024
C -0.78712 1.81542 0.98726
H -0.51087 2.70625 1.57330
H 0.03209 1.72517 -0.03790
H -2.69214 1.88563 1.56915
H -1.68117 -1.14744 -0.23643
H -3.25824 -0.99697 0.54439
H -2.38605 0.07279 2.35810
H -0.35042 -1.12070 3.87454
H 1.67877 -1.48734 5.07837
H 5.59896 -0.22573 3.28525
H 6.35364 -0.00046 4.96450
H 5.45317 1.28862 4.45349
*
```

A structure of composition C5H4Br2CsI2OS4. Source: the OMol25 dataset; level of theory: ωB97M-V/def2-TZVPD.

The value obtained for the energy above the lowest of the compared OMol25 structures with the same formula, charge and spin is 4.2 kcal per mole. The calculated total energy comes out at -207475.2357 eV. The LUMO energy comes out at 1.143 eV. As for the largest force on an atom: 0.2 eV/A.

Geometry as ORCA input:
```
! RIJCOSX wB97M-V def2-TZVPD def2/J DEFGRID3
* xyz -1 1
Cs 0.53048 -0.61487 0.70407
Br 4.16477 -1.02318 0.31539
C 3.55497 -1.31880 -1.50057
Br 3.01533 -3.14424 -1.77901
H 4.39109 -1.10638 -2.15242
H 2.69740 -0.66681 -1.68625
O -3.20579 3.37938 -1.50891
C -2.19137 2.71586 -1.57378
S -2.06986 1.15949 -2.38300
C -0.36146 0.80936 -2.04296
C 0.31121 1.78124 -1.36852
S 1.97826 1.82377 -0.85178
S -0.64657 3.18988 -0.87762
S 0.20348 -0.72570 -2.63262
I -2.63443 -2.86499 2.67497
C -2.64986 -1.12583 3.88913
I -0.80747 -0.72930 4.86951
H -3.40495 -1.25895 4.65177
H -2.87520 -0.27993 3.25262
*
```